No. 1
{"formula": "C34H37FIrN4OSi", "method": "ωB97M-V/def2-TZVPD", "elements": ["Ir", "C", "N", "C", "C", "C", "C", "C", "C", "N", "C", "C", "C", "C", "C", "C", "N", "C", "C", "C", "C", "C", "N", "H", "H", "H", "H", "H", "H", "H", "H", "H", "H", "H", "H", "H", "H", "H", "H", "H", "H", "C", "C", "C", "C", "Si", "O", "C", "C", "C", "C", "C", "C", "C", "C", "C", "C", "C", "C", "H", "H", "H", "H", "H", "H", "H", "H", "H", "H", "H", "H", "H", "H", "H", "H", "H", "H", "H", "F"], "xyz": [[0.7012, 1.1945, -1.1259], [2.6001, -0.9350, -1.1841], [2.7122, 0.5482, -1.1279], [3.3273, 1.1105, 0.2499], [2.5867, 2.3194, 0.7634], [3.2509, 3.3311, 1.4138], [2.5503, 4.4794, 1.7603], [1.2152, 4.6140, 1.3241], [0.6450, 3.6050, 0.5553], [1.2995, 2.4938, 0.2771], [3.3668, 1.2183, -2.3296], [2.5654, 2.3944, -2.7984], [3.1415, 3.3387, -3.6364], [2.4209, 4.4728, -3.9097], [1.1188, 4.6830, -3.5136], [0.5116, 3.6251, -2.7969], [1.2785, 2.5794, -2.4562], [1.3576, -1.3873, -1.8917], [0.8328, -2.6531, -1.9078], [-0.5579, -2.7893, -2.3955], [-0.9260, -1.7425, -3.4110], [-0.2680, -0.5913, -3.4317], [0.7419, -0.3560, -2.5171], [2.5431, -1.2628, -0.1031], [3.5128, -1.3601, -1.6971], [4.3869, 1.3801, 0.0660], [3.3447, 0.2377, 0.9072], [4.3203, 3.2094, 1.6293], [3.0928, 5.1806, 2.3346], [0.6849, 5.4917, 1.6905], [-0.3366, 3.7431, 0.1640], [3.5610, 0.5149, -3.1295], [4.3307, 1.6079, -1.9454], [4.1735, 3.1000, -3.8977], [2.9323, 5.2605, -4.4606], [0.5004, 5.5201, -3.8863], [-0.5454, 3.4628, -2.5567], [1.3638, -3.4654, -1.4295], [-0.6494, -3.7436, -2.9900], [-1.6964, -1.9379, -4.1284], [-0.5329, 0.2367, -4.1578], [-2.6252, 1.2974, 1.9555], [-2.7696, -0.1779, 1.3857], [-3.4638, -1.1457, 2.3653], [-3.5751, 0.0348, 0.0711], [-1.0990, -1.1298, 0.9729], [-0.0626, -0.0765, 0.2860], [-0.4400, -1.5282, 2.6962], [-0.0306, -2.7634, 3.1623], [0.1282, -2.9309, 4.5481], [0.0313, -1.8439, 5.4502], [-0.0271, -0.5970, 4.8844], [-0.2922, -0.3935, 3.5436], [-1.5895, -2.8383, 0.2762], [-1.8960, -3.9333, 1.0250], [-2.4375, -5.0912, 0.4280], [-2.7242, -5.1617, -0.9369], [-2.4703, -4.1018, -1.7417], [-1.7401, -2.9218, -1.2362], [-3.7130, 1.5496, 2.1850], [-2.2463, 2.0139, 1.2226], [-2.0715, 1.3266, 2.9164], [-4.5801, -0.9866, 2.4610], [-3.0290, -1.1731, 3.3561], [-3.4433, -2.1855, 1.9685], [-4.4199, 0.6789, 0.2413], [-4.0402, -0.8715, -0.2780], [-2.9839, 0.5706, -0.6546], [0.1837, -3.6152, 2.5025], [0.3999, -3.9084, 4.9185], [0.1034, -1.9475, 6.5275], [-0.0862, 0.3756, 5.4287], [-0.2919, 0.6340, 3.1779], [-1.9308, -3.8893, 2.1421], [-2.7138, -5.9650, 1.0943], [-3.2788, -6.0490, -1.3366], [-2.8213, -4.0710, -2.8095], [-2.2983, -1.9711, -1.5384], [-1.1145, 2.0581, -0.9807]], "forces_ev_per_a": [[-2.31, -2.56, 1.48], [1.60, -0.45, 1.27], [3.55, 0.45, 0.88], [0.08, -1.42, -2.01], [-1.10, 0.10, -1.87], [0.16, -0.34, 0.14], [-1.07, -1.05, -0.92], [1.52, 0.25, 1.27], [0.39, 1.24, 0.95], [1.35, 0.43, 1.69], [-0.01, -0.31, 2.28], [-0.60, 1.59, -1.29], [0.39, -1.29, 1.26], [0.94, 1.52, -0.97], [-1.70, -1.18, 0.19], [0.85, 0.37, -1.04], [0.73, -0.51, 0.01], [-0.17, 0.17, -0.74], [-0.06, 0.88, 0.31], [0.20, -1.26, -0.92], [0.38, -0.63, 0.63], [-0.03, 1.34, -0.83], [-1.38, 0.08, -0.10], [0.22, 0.05, -1.31], [-0.82, 0.17, 0.69], [-0.54, -0.10, 0.11], [-0.31, 0.35, 0.21], [-0.56, 0.07, 0.10], [0.02, 1.05, 0.47], [-0.23, -0.26, -0.57], [-0.58, -0.41, -0.31], [-0.14, -0.24, -0.12], [-0.28, -0.20, -0.62], [-0.23, 0.78, -0.41], [-0.22, -0.12, -0.09], [0.67, -0.44, 0.51], [0.38, 0.56, 0.16], [-0.19, -0.08, 0.09], [0.29, 0.53, 0.86], [-0.47, -0.09, -0.07], [0.46, -0.95, 1.18], [-1.45, -1.30, 0.87], [0.67, 0.44, -0.71], [-1.67, -0.39, -0.73], [0.09, -0.26, 1.00], [-0.92, 0.65, 1.53], [1.06, -0.12, -1.28], [0.91, 1.67, -1.00], [0.09, -0.27, 1.36], [0.36, 0.38, 0.40], [0.46, -1.09, -0.78], [-1.05, 2.56, 0.24], [0.44, -1.56, -0.40], [1.63, 0.97, -1.35], [-0.82, -0.11, 0.79], [-0.14, -1.60, 1.65], [-1.02, -0.76, -0.98], [-1.04, -0.34, -0.75], [-0.82, 1.44, -1.36], [1.31, 0.14, -0.12], [0.11, -0.28, 0.06], [-0.38, 0.17, -0.69], [1.04, 0.37, 0.02], [0.12, 0.18, 0.20], [0.18, 0.62, 0.23], [-0.53, 0.48, 0.43], [0.22, -0.63, -0.54], [0.35, -0.19, -0.52], [-0.45, 0.45, 0.30], [-0.11, -0.12, 0.15], [0.05, -0.25, -0.17], [0.47, -1.18, 0.30], [-0.34, -0.49, -0.11], [0.27, 0.00, -1.23], [0.39, 1.19, -0.92], [0.69, 0.89, 0.40], [0.43, -0.18, 1.17], [0.21, -1.02, 0.54], [-2.05, 1.45, -0.51]], "mulliken_charge": [1.37, -1.37, -0.42, -1.19, 0.80, -0.89, -0.45, -0.99, -0.16, 0.69, -1.33, 1.02, -1.06, -0.31, -1.03, -0.09, 0.11, 0.72, -1.34, 0.65, -0.78, -0.68, -0.06, 0.35, 0.38, 0.40, 0.51, 0.46, 0.48, 0.45, 0.55, 0.55, 0.59, 0.48, 0.41, 0.43, 0.65, 0.41, 0.70, 0.45, 0.32, -1.40, 1.98, -1.62, -1.90, -2.32, 1.68, 1.06, -0.73, -0.50, -0.89, -0.55, -0.20, 0.57, -0.23, -0.82, -0.75, -0.78, 0.74, 0.51, 0.05, 0.27, 0.41, 0.31, 0.37, 0.63, 0.36, 0.18, 0.56, 0.40, 0.43, 0.31, 0.18, 0.54, 0.32, 0.35, 0.44, -0.10, -0.63], "charge": 1, "multiplicity": 5, "energy_ev": -57289.397, "orbital_gap_ev": [5.35, 5.60]}

---

No. 2
{"formula": "CH5N2P", "method": "ωB97M-V/def2-TZVPD", "elements": ["C", "N", "N", "P", "H", "H", "H", "H", "H"], "xyz": [[0.4577, -0.4331, 1.0350], [-0.0267, 0.5517, -2.3849], [-0.3460, 0.7223, 0.7029], [-0.9202, 1.3337, -1.4748], [1.4538, -0.0978, 1.2538], [0.0867, -0.9809, 1.8962], [0.3473, -1.0491, 0.1713], [0.1436, -0.4348, -2.3652], [-1.1963, 0.3882, 1.1658]], "forces_ev_per_a": [[0.17, 0.48, -0.73], [-0.60, -0.46, -1.20], [-2.35, 0.92, -1.09], [0.90, -0.19, 3.94], [0.79, -0.32, -0.22], [-0.16, -0.01, 0.17], [0.96, -1.36, -0.57], [0.93, -0.39, 0.17], [-0.64, 1.32, -0.47]], "mulliken_charge": [-0.60, -0.36, -0.61, 0.39, 0.21, 0.30, 0.18, 0.27, 0.22], "charge": 0, "energy_ev": -13384.067, "relative_energy_ev": 2.502, "orbital_gap_ev": [7.29, 7.29]}

---

No. 3
{"formula": "H16O12SSr", "method": "ωB97M-V/def2-TZVPD", "elements": ["Sr", "S", "O", "O", "O", "O", "O", "H", "H", "O", "H", "H", "O", "H", "H", "O", "H", "H", "O", "H", "H", "O", "H", "H", "O", "H", "H", "O", "H", "H"], "xyz": [[0.1150, -0.1975, 0.0794], [-0.1530, 3.3615, -0.5596], [-0.6370, 4.3335, 0.4434], [-1.2510, 2.9635, -1.3806], [0.9240, 3.8795, -1.3156], [0.3560, 2.1845, 0.0784], [-2.0400, 0.9935, 1.0034], [-2.4960, 0.4595, 1.6904], [-1.7710, 1.7425, 1.5734], [0.4950, -1.5475, -2.1546], [0.9290, -1.1975, -2.9876], [-0.0540, -2.3055, -2.3886], [2.5060, 0.2395, -1.1286], [3.1220, -0.2505, -1.6766], [2.7830, 1.1765, -1.2606], [-1.6070, 0.5025, -1.8586], [-2.4630, 0.0765, -1.9136], [-1.6930, 1.4435, -1.7376], [1.3040, -2.5025, 0.4784], [0.9420, -3.3805, 0.3624], [1.9410, -2.5435, 1.2034], [2.3150, 0.0485, 1.8984], [2.2050, -0.2705, 2.7694], [2.1550, 0.9645, 2.0054], [-0.6840, -1.2575, 2.3574], [-0.3960, -2.0815, 2.7614], [-0.5600, -0.6115, 3.0654], [-1.9200, -2.0065, -0.1206], [-1.7180, -2.6565, -0.8136], [-2.6480, -1.5605, -0.4746]], "forces_ev_per_a": [[0.03, 1.36, -0.96], [-1.21, 5.23, 1.27], [0.15, -0.69, 0.30], [-3.22, -1.38, -2.46], [2.63, 1.43, -2.19], [1.89, -5.77, 3.48], [-0.42, -0.51, 2.08], [0.03, 0.07, -0.82], [0.19, 0.43, -1.11], [0.80, 0.09, -1.21], [-1.05, -0.60, 1.45], [0.26, 0.31, -0.46], [0.39, 0.98, -0.27], [0.06, -0.25, 0.02], [-0.70, -0.56, 0.29], [0.45, -3.15, -0.28], [-0.19, 0.49, -0.13], [0.00, 2.73, 0.44], [0.19, 0.08, 0.29], [0.08, -0.30, 0.04], [-0.02, -0.06, -0.23], [-0.04, -1.12, -1.26], [-0.01, -0.75, 1.57], [-0.12, 2.05, -0.31], [0.17, 0.22, 0.67], [-0.08, -0.20, -0.15], [-0.16, 0.07, -0.05], [1.92, -1.71, 0.24], [-0.10, 0.15, 0.41], [-1.92, 1.38, -0.65]], "mulliken_charge": [1.66, 1.04, -0.76, -0.84, -0.72, -0.82, -0.50, 0.25, 0.31, -0.45, 0.27, 0.21, -0.49, 0.22, 0.31, -0.51, 0.23, 0.40, -0.46, 0.25, 0.25, -0.52, 0.25, 0.33, -0.46, 0.22, 0.31, -0.51, 0.28, 0.26], "charge": 0, "energy_ev": -36503.341, "relative_energy_ev": 0.754, "orbital_gap_ev": 4.66}

---

No. 4
{"formula": "C7H16F12N6O17S4Y", "method": "ωB97M-V/def2-TZVPD", "elements": ["Y", "C", "F", "F", "F", "S", "O", "O", "O", "C", "F", "F", "F", "S", "O", "O", "O", "C", "F", "F", "F", "S", "O", "O", "O", "C", "F", "F", "F", "S", "O", "O", "O", "O", "H", "H", "O", "H", "H", "C", "O", "N", "N", "H", "H", "H", "H", "C", "O", "N", "N", "H", "H", "H", "H", "C", "O", "N", "N", "H", "H", "H", "H"], "xyz": [[0.2304, -0.5585, 0.4627], [2.5957, 3.4562, -1.0566], [3.2530, 4.2378, -1.9031], [3.3822, 3.1316, -0.0313], [1.5398, 4.1618, -0.5997], [2.0423, 1.8795, -1.9451], [3.2677, 1.2932, -2.4525], [1.3930, 1.0813, -0.9119], [1.1487, 2.2788, -3.0104], [-3.9604, -1.2057, 3.1205], [-4.9392, -0.5271, 3.7251], [-3.2322, -1.8515, 4.0272], [-4.4993, -2.0327, 2.2501], [-2.8858, 0.1360, 2.3089], [-1.6562, -0.4680, 1.7907], [-3.7461, 0.6731, 1.2640], [-2.6586, 1.1473, 3.3404], [0.7590, -3.7841, -2.8595], [0.7232, -4.2154, -4.1247], [-0.4543, -4.0534, -2.3530], [1.6815, -4.4912, -2.1952], [1.1550, -1.9186, -2.7785], [0.1748, -1.2747, -3.6599], [0.9846, -1.6206, -1.3552], [2.4936, -1.6884, -3.2260], [5.0691, -0.1470, 1.3566], [5.0766, 1.0558, 0.7971], [6.2939, -0.6785, 1.3367], [4.7498, -0.0983, 2.6632], [3.8805, -1.2615, 0.4185], [4.2744, -1.0052, -0.9574], [4.1357, -2.5910, 0.9048], [2.5130, -0.8024, 0.7391], [0.3585, -2.9621, 0.9815], [0.7972, -3.2564, 1.7870], [0.2525, -3.7568, 0.4490], [0.8219, -0.9869, 2.8636], [1.5073, -0.7696, 3.5028], [0.2463, -1.6129, 3.3175], [0.3027, 2.6565, 2.0534], [0.3754, 1.5434, 1.5054], [-0.7372, 3.1376, 2.7654], [1.3566, 3.4666, 2.0820], [-1.5062, 2.5094, 2.9720], [-0.9166, 4.0969, 2.9893], [2.2020, 3.2634, 1.5764], [1.2770, 4.3219, 2.5964], [-1.9904, 1.7498, -1.4040], [-1.2319, 0.9404, -0.8614], [-1.5421, 2.5293, -2.4130], [-3.3240, 1.9399, -1.1355], [-0.5568, 2.3868, -2.6490], [-2.0913, 3.3096, -2.7147], [-3.7411, 2.6730, -1.6728], [-3.5896, 1.6483, -0.2022], [-2.5273, -1.9381, -1.3677], [-1.5179, -1.8008, -0.6537], [-3.6512, -2.4758, -0.8697], [-2.4718, -1.7975, -2.6962], [-3.5915, -3.0782, -0.0675], [-4.3529, -2.7844, -1.5211], [-3.3543, -1.6787, -3.1618], [-1.5886, -1.5334, -3.1373]], "forces_ev_per_a": [[0.38, 1.37, -1.64], [-1.16, -1.08, -1.24], [0.34, 0.20, 0.12], [0.25, 0.32, 0.29], [0.23, -0.01, 0.04], [1.61, -2.25, -1.00], [-0.63, 1.24, 0.84], [0.26, 0.90, 0.16], [-0.47, 1.00, 0.22], [0.95, 2.04, -0.26], [-0.06, -0.44, 0.20], [-0.23, -0.47, 0.08], [0.10, -0.50, -0.09], [-0.21, 2.23, -1.06], [-1.06, -0.73, 1.13], [-0.04, -1.10, 0.60], [-0.05, -1.49, 0.20], [0.34, 0.90, -0.38], [0.28, 0.08, -0.02], [0.05, -0.03, 0.46], [-0.32, 0.05, 0.02], [0.68, 1.76, -1.18], [-0.41, -1.12, 0.91], [-0.19, -0.96, -0.50], [-0.22, -1.27, 0.00], [-0.82, -1.33, -0.27], [0.20, 0.10, 0.62], [0.20, 0.26, -0.47], [-0.36, 0.74, 0.22], [0.39, -0.02, -2.78], [-0.28, -0.15, 1.74], [0.04, -0.16, 0.77], [0.58, 0.33, 0.92], [-0.14, -0.36, 0.75], [0.33, 0.14, -0.15], [-0.06, 0.28, -0.39], [-0.28, -0.52, 0.50], [0.28, 0.18, -0.36], [-0.23, 0.26, 0.03], [0.53, -0.64, 0.08], [-0.64, 0.52, 0.79], [-1.46, -0.86, 0.14], [1.05, 0.79, 0.09], [0.01, -0.14, -0.20], [0.53, 0.16, -0.20], [-0.20, -0.08, -0.04], [0.27, 0.08, -0.06], [0.14, 0.43, -0.76], [-0.99, -0.15, 0.52], [0.26, -0.53, 0.24], [1.07, -0.78, 0.29], [0.06, 0.44, -0.36], [0.27, 0.09, -0.21], [-0.47, 0.10, 0.43], [-0.55, 0.13, -0.12], [2.65, -0.86, 0.26], [-0.95, -0.06, 0.11], [-1.87, -0.41, 0.43], [-0.67, 0.59, -0.30], [0.30, 0.44, 0.25], [0.06, 0.03, -0.08], [0.23, -0.02, -0.40], [0.07, 0.37, 0.04]], "mulliken_charge": [1.76, 0.46, -0.22, -0.22, -0.24, 1.43, -0.65, -0.17, -0.97, 0.45, -0.20, -0.22, -0.19, 1.41, -0.55, -1.00, -0.98, 0.61, -0.23, -0.19, -0.23, 1.13, -0.86, -0.38, -0.57, 0.48, -0.18, -0.22, -0.26, 1.18, -0.62, -0.72, -0.47, -0.42, 0.16, 0.21, -0.42, 0.20, 0.21, 0.31, -0.67, -0.30, -0.33, 0.34, 0.18, 0.21, 0.14, 0.14, -0.07, -0.34, -0.42, 0.31, 0.17, 0.14, 0.44, 0.10, 0.05, -0.38, -0.18, 0.24, 0.17, 0.21, 0.25], "charge": -1, "energy_ev": -128274.211, "relative_energy_ev": 0.877, "orbital_gap_ev": 8.04}